[1]
A molecular structure, C33H57CuN4OP2, computed with ωB97M-V/def2-TZVPD.

Element x y z (Å)
C1 1.9418 2.0555 1.1323
C2 1.5404 1.5544 -1.0918
C3 2.8577 3.0496 0.7725
C4 2.2304 2.7088 -1.5165
C5 2.9301 3.4586 -0.5616
H1 3.4590 3.5107 1.5527
H2 2.2630 2.9547 -2.5821
H3 3.5505 4.3116 -0.8613
N1 1.1855 1.4456 0.2086
P1 0.2684 0.8707 3.1033
P2 -0.2054 0.2795 -3.1697
C6 1.8712 1.5799 2.5722
H4 2.6241 0.7881 2.7194
H5 2.1502 2.4049 3.2388
C7 1.3947 0.3373 -1.9942
H6 2.2241 0.4290 -2.6979
C8 0.1547 -0.7477 -4.7167
C9 -1.9115 1.0516 -3.1242
C10 0.6303 -0.8031 3.9554
C11 -0.2681 2.2336 4.2887
C12 -0.1738 -2.2189 -4.3927
H7 -1.2544 -2.4030 -4.3636
H8 0.2479 -2.8668 -5.1779
H9 0.2391 -2.5395 -3.4283
C13 -0.6149 -0.2757 -5.9562
H10 -1.6970 -0.3592 -5.8702
H11 -0.3582 0.7609 -6.1990
H12 -0.3016 -0.8993 -6.8049
C14 1.6343 -0.5926 -5.1273
H13 1.9118 -1.4749 -5.7254
H14 1.7711 0.2988 -5.7542
H15 2.3337 -0.5013 -4.2916
C15 -3.0006 0.0394 -3.4978
H16 -3.1150 -0.7084 -2.7025
H17 -3.9628 0.5649 -3.5966
H18 -2.8162 -0.5012 -4.4300
C16 -2.2790 1.6130 -1.7496
H19 -2.4126 0.8152 -1.0174
H20 -1.5373 2.3263 -1.3811
H21 -3.2429 2.1410 -1.8129
C17 -1.7146 2.2276 -4.0963
H22 -1.6903 1.9226 -5.1511
H23 -2.5144 2.9718 -3.9575
H24 -0.7573 2.7256 -3.8686
C18 -1.6763 1.8713 4.7856
H25 -2.0436 2.7009 5.4093
H26 -2.3769 1.7387 3.9502
H27 -1.6777 0.9611 5.4034
C19 -0.3207 3.5588 3.4961
H28 0.6821 3.9022 3.2063
H29 -0.9517 3.4854 2.6042
H30 -0.7534 4.3248 4.1604
C20 0.6677 2.4620 5.4940
H31 0.4219 3.4450 5.9265
H32 0.5276 1.7223 6.2900
H33 1.7307 2.4858 5.2225
C21 1.7776 -1.5276 3.2333
H34 2.7510 -1.0516 3.4128
H35 1.8442 -2.5538 3.6292
H36 1.5925 -1.6014 2.1513
C22 -0.6298 -1.6769 3.8233
H37 -0.8325 -1.9173 2.7739
H38 -0.4604 -2.6233 4.3617
H39 -1.5193 -1.1965 4.2538
C23 0.9775 -0.6637 5.4427
H40 1.8467 -0.0151 5.6138
H41 0.1271 -0.3041 6.0376
H42 1.2346 -1.6622 5.8317
Cu1 -0.3584 0.0765 0.5643
C24 -1.4857 1.4010 1.3796
O1 -2.4663 2.0407 1.3797
N2 0.6506 -1.3357 -0.3535
C25 1.4317 -0.9886 -1.2717
C26 2.6521 -2.0286 -1.5304
C27 3.5077 -1.8729 -2.7705
C28 3.6031 -1.8387 -0.3589
C29 2.0434 -3.4251 -1.5398
H43 3.0274 -2.2689 -3.6673
H44 3.8629 -0.8514 -2.9446
H45 4.4098 -2.4869 -2.6303
H46 3.0953 -2.0554 0.5827
H47 4.4651 -2.5098 -0.4527
H48 3.9809 -0.8085 -0.3280
H49 2.8222 -4.1764 -1.3795
H50 1.2846 -3.5135 -0.7527
H51 1.5547 -3.6245 -2.4995
C30 -5.2963 -2.0956 1.8143
N3 -4.0543 -1.8175 1.1071
C31 -3.6317 -2.4121 -0.0748
C32 -2.4138 -1.8645 -0.3720
N4 -2.1153 -0.9168 0.5962
C33 -3.1140 -0.9208 1.4819
H52 -6.1569 -2.0236 1.1346
H53 -5.2756 -3.1100 2.2353
H54 -5.4152 -1.3759 2.6328
H55 -4.1976 -3.1695 -0.5890
H56 -1.7256 -2.0922 -1.1766
H57 -3.2097 -0.3394 2.3945

E_HOMO (alpha / beta) ... -8.7 / -8.7 eV
2S+1 ... 2
<S²> ... 0.761
HOMO-LUMO gap (alpha / beta) ... 6.216 / 5.760 eV
Energy above the lowest of the compared OMol25 structures with the same formula, charge and spin ... 184.2 kJ/mol
Total charge ... +1

[2]
A molecular structure, C33H57FeN4OP2S, computed with ωB97M-V/def2-TZVPD.

Element x y z (Å)
C1 -1.4544 0.8252 -2.4366
C2 -0.1768 -1.1617 -2.7326
C3 -1.7636 0.8102 -3.7902
C4 -0.2213 -0.9904 -4.1367
C5 -1.0827 -0.0470 -4.6507
H1 -2.4601 1.5467 -4.1533
H2 0.3720 -1.6419 -4.7743
H3 -1.2040 0.0500 -5.7167
N1 -0.6320 -0.1111 -1.9193
P1 -1.1018 2.3540 -0.0369
P2 0.3804 -2.3889 -0.3354
C6 -2.0750 1.8995 -1.5287
H4 -2.2749 2.8131 -2.1144
H5 -3.0728 1.5669 -1.1896
C7 -0.1346 0.3921 1.6364
O1 0.0794 0.6948 2.7618
C8 0.4000 -2.3322 -2.1443
H6 1.1219 -2.9320 -2.7126
C9 2.0127 -2.6208 0.8731
C10 -0.6211 -4.0302 -0.4856
C11 -0.0369 3.8040 -0.6645
C12 -2.5151 3.0237 1.0510
C13 2.3330 -1.4315 1.7941
H7 1.5619 -1.2606 2.5496
H8 3.2737 -1.6509 2.3288
H9 2.4979 -0.4917 1.2588
C14 1.9005 -3.8116 1.8166
H10 1.0318 -3.7052 2.4782
H11 1.8703 -4.7764 1.3042
H12 2.7868 -3.8285 2.4721
C15 3.1361 -2.7415 -0.1368
H13 4.0708 -3.0016 0.3826
H14 2.9569 -3.4657 -0.9417
H15 3.2726 -1.7539 -0.5865
C16 -0.9618 -4.6280 0.8713
H16 -1.2851 -3.8536 1.5680
H17 -1.7792 -5.3445 0.7274
H18 -0.1433 -5.1970 1.3161
C17 -1.9230 -3.6939 -1.2309
H19 -2.4081 -2.8113 -0.7986
H20 -1.7431 -3.5286 -2.2966
H21 -2.6036 -4.5481 -1.1458
C18 0.2532 -5.0376 -1.2765
H22 0.2323 -4.8369 -2.3537
H23 1.2981 -5.0322 -0.9292
H24 -0.1605 -6.0395 -1.0988
C19 -1.8752 3.6142 2.3149
H25 -2.6780 3.8627 3.0243
H26 -1.2043 2.8977 2.8088
H27 -1.3176 4.5395 2.1220
C20 -3.4696 1.8904 1.4521
H28 -3.9931 1.4518 0.5935
H29 -2.9560 1.0785 1.9798
H30 -4.2373 2.3026 2.1289
C21 -3.4283 4.0595 0.3682
H31 -3.8215 3.6940 -0.5882
H32 -4.2879 4.2252 1.0337
H33 -2.9656 5.0352 0.2167
C22 0.5721 3.4193 -2.0210
H34 -0.1648 3.4206 -2.8358
H35 1.3726 4.1361 -2.2622
H36 1.0391 2.4288 -1.9814
C23 1.1009 3.9853 0.3493
H37 1.7402 3.1010 0.3948
H38 1.7335 4.8200 0.0206
H39 0.7634 4.2093 1.3662
C24 -0.7915 5.1348 -0.8198
H40 -1.6582 5.0619 -1.4889
H41 -1.1045 5.5669 0.1397
H42 -0.1092 5.8664 -1.2779
Fe1 0.2367 0.2737 -0.1588
N2 2.0907 1.0603 -0.2920
C25 3.1438 1.5549 -0.6075
C26 4.1704 1.2801 -1.7250
C27 3.8889 -0.0595 -2.4074
C28 4.0623 2.3611 -2.7887
C29 5.5885 1.2030 -1.2012
H43 4.2021 -0.8899 -1.7669
H44 2.8405 -0.1687 -2.7104
H45 4.4831 -0.1192 -3.3252
H46 4.1197 3.3768 -2.3796
H47 4.9117 2.2072 -3.4694
H48 3.1342 2.2578 -3.3694
H49 6.2022 1.0222 -2.0982
H50 5.8760 2.1431 -0.7201
H51 5.7136 0.3744 -0.4905
C30 -2.7282 0.0734 4.5116
N3 -2.6722 -1.3531 4.2344
C31 -2.9335 -2.3215 5.1881
C32 -2.9372 -3.5233 4.5567
N4 -2.7205 -3.2600 3.2207
C33 -2.5236 -1.9204 2.9962
S1 -2.1965 -1.2011 1.5059
H52 -1.8556 0.5780 4.0845
H53 -3.6488 0.5119 4.1025
H54 -2.7243 0.1961 5.5986
H55 -3.1219 -2.0422 6.2074
H56 -3.0800 -4.5249 4.9178
H57 -2.7887 -3.9456 2.4750

E_HOMO (alpha / beta) ... -8.8 / -8.7 eV
2S+1 ... 5
<S²> ... 6.058
HOMO-LUMO gap (alpha / beta) ... 5.693 / 5.138 eV
Energy above the lowest of the compared OMol25 structures with the same formula, charge and spin ... 132.1 kJ/mol
Total charge ... +1

[3]
A molecular structure, C33H57IN2O2PtSi, computed with ωB97M-V/def2-TZVPD.

Element x y z (Å)
O1 -2.1751 -0.5906 0.7347
O2 -2.2762 -2.1017 -2.7729
C1 -2.4264 -1.4826 1.8257
C2 -2.6293 -0.8844 3.2218
H1 -1.5299 -2.1235 1.8329
H2 -3.2892 -2.1189 1.5430
H3 -1.7476 -0.3086 3.5352
H4 -2.7655 -1.7059 3.9367
H5 -3.5152 -0.2388 3.2820
C3 -2.7686 0.7183 0.8025
C4 -4.0033 0.8191 -0.0830
H6 -1.9632 1.3917 0.4384
H7 -3.0486 1.0215 1.8365
H8 -3.8547 0.3027 -1.0444
H9 -4.2223 1.8811 -0.2477
H10 -4.8934 0.4015 0.4102
C5 -1.9676 -1.5877 -4.0873
C6 -3.5114 -2.8320 -2.7138
C7 -2.2531 -0.1083 -4.2349
H11 -2.5363 -2.1389 -4.8675
H12 -0.8940 -1.8039 -4.2120
H13 -3.3126 0.0979 -4.0680
H14 -2.0101 0.1757 -5.2603
H15 -1.6455 0.4807 -3.5455
C8 -4.7269 -2.0449 -3.1630
H16 -3.5923 -3.1173 -1.6569
H17 -3.4334 -3.7571 -3.3195
H18 -4.8066 -1.0839 -2.6470
H19 -5.6112 -2.6363 -2.9215
H20 -4.7102 -1.8768 -4.2448
H21 -0.7426 -2.1130 -0.8973
N1 1.5407 2.1583 2.7223
C9 2.5690 3.0231 2.8067
C10 3.6143 2.9980 1.8967
C11 3.6324 2.4773 0.6157
C12 2.5482 4.0410 3.9211
H22 2.2187 3.5836 4.8695
H23 1.8846 4.8906 3.6841
H24 3.5731 4.4321 4.0470
C13 4.5457 3.0489 -0.4269
H25 4.0067 3.4665 -1.2884
H26 5.3065 2.3491 -0.8048
H27 5.0971 3.8741 0.0401
N2 2.8147 1.4832 0.2677
C14 0.3112 2.3453 3.4685
C15 -0.0259 1.5542 4.5906
C16 0.7763 0.4168 5.1273
C17 -1.2121 1.8194 5.2822
H28 -1.4587 1.1666 6.1255
C18 -2.0535 2.8575 4.9122
H29 -2.9744 3.0304 5.4738
C19 -1.7231 3.6503 3.8144
H30 -2.3879 4.4610 3.5005
C20 -0.5405 3.4220 3.1015
C21 -0.2292 4.3627 1.9784
C22 2.6127 1.0317 -1.0773
C23 3.3784 -0.0340 -1.5807
C24 4.4240 -0.6828 -0.7269
C25 3.1274 -0.4540 -2.8946
H31 3.6846 -1.3029 -3.2883
C26 2.1655 0.1762 -3.6778
H32 2.0067 -0.1581 -4.7061
C27 1.4296 1.2431 -3.1712
H33 0.6688 1.7421 -3.7740
C28 1.6139 1.6631 -1.8451
C29 0.7150 2.6781 -1.2009
Pt1 1.9884 0.4148 1.7547
H34 0.1346 -0.4759 5.2083
H35 1.1521 0.6067 6.1463
H36 1.6255 0.1741 4.4853
H37 0.3022 3.8639 1.1576
H38 0.3474 5.2422 2.3103
H39 -1.1760 4.7525 1.5736
H40 4.7527 -1.6179 -1.1928
H41 4.0434 -0.9294 0.2767
H42 5.2964 -0.0276 -0.6145
H43 1.2743 3.4582 -0.6640
H44 0.0243 2.2160 -0.4784
H45 0.1189 3.1503 -1.9902
H46 4.4407 3.6742 2.1139
C30 0.2928 -2.3679 -1.2087
Si1 0.4536 -4.1265 -1.8929
H47 0.5512 -1.5740 -1.9318
H48 0.9628 -2.2363 -0.3459
C31 -0.6712 -5.3851 -1.0346
C32 2.2298 -4.7453 -1.7034
C33 0.1212 -4.4336 -3.7290
H49 0.1222 -5.5195 -3.8962
H50 0.9155 -4.0117 -4.3545
H51 -0.8385 -4.0576 -4.0962
H52 -0.4146 -5.4965 0.0263
H53 -0.5229 -6.3639 -1.5142
H54 -1.7407 -5.1514 -1.1041
H55 2.6965 -4.4275 -0.7661
H56 2.8566 -4.3912 -2.5312
H57 2.2514 -5.8421 -1.7255
I1 1.6108 -1.8217 2.5263

E_HOMO (alpha / beta) ... -6.9 / -8.0 eV
2S+1 ... 3
<S²> ... 2.023
HOMO-LUMO gap (alpha / beta) ... 7.258 / 6.416 eV
Energy above the lowest of the compared OMol25 structures with the same formula, charge and spin ... 0.0 kJ/mol
Total charge ... 0

[4]
A molecular structure, C33H57IrN4OP2, computed with ωB97M-V/def2-TZVPD.

Element x y z (Å)
C1 -2.0219 1.9809 -1.1089
C2 -1.8426 -0.2606 -1.7971
C3 -2.9970 2.2135 -2.0708
C4 -2.7627 -0.0739 -2.8259
C5 -3.3373 1.1971 -2.9536
H1 -3.4275 3.2175 -2.1090
H2 -3.0337 -0.9146 -3.4749
H3 -4.0526 1.3887 -3.7521
N1 -1.5277 0.7417 -0.9559
P1 0.2473 2.5887 0.3016
P2 -0.9962 -1.9210 0.3108
C6 -1.4398 3.0927 -0.2609
H4 -1.4368 4.0340 -0.8348
H5 -2.0705 3.2822 0.6273
C7 -1.0730 -1.5230 -1.5599
H6 -1.4766 -2.3562 -2.1354
C8 0.0710 -3.4868 0.3819
C9 -2.7468 -2.3731 0.8529
C10 1.3289 3.0067 -1.1893
C11 0.6147 3.7699 1.7290
C12 1.5211 -3.1073 0.7089
H7 1.6342 -2.8196 1.7602
H8 2.1579 -3.9882 0.5345
H9 1.8925 -2.2970 0.0669
C13 -0.3933 -4.4715 1.4650
H10 -0.3949 -4.0235 2.4676
H11 -1.3759 -4.9047 1.2448
H12 0.3270 -5.3044 1.4810
C14 0.0805 -4.2184 -0.9668
H13 0.5889 -5.1861 -0.8145
H14 -0.9246 -4.4531 -1.3494
H15 0.6597 -3.6674 -1.7229
C15 -2.7006 -2.6260 2.3830
H16 -1.8497 -2.1234 2.8699
H17 -3.6164 -2.2335 2.8473
H18 -2.6485 -3.6959 2.6159
C16 -3.7425 -1.2338 0.5689
H19 -3.4064 -0.2660 0.9535
H20 -3.9564 -1.1387 -0.5047
H21 -4.6817 -1.4733 1.0945
C17 -3.2370 -3.6109 0.0636
H22 -2.6308 -3.8429 -0.8223
H23 -3.3161 -4.4942 0.7089
H24 -4.2486 -3.4103 -0.3194
C18 2.0882 3.6145 2.1258
H25 2.2982 4.3215 2.9433
H26 2.3069 2.6052 2.4895
H27 2.7726 3.8351 1.2978
C19 -0.2504 3.4419 2.9572
H28 -1.3259 3.5114 2.7447
H29 -0.0166 2.4635 3.3915
H30 -0.0260 4.1897 3.7337
C20 0.3403 5.2446 1.3598
H31 -0.5471 5.3775 0.7278
H32 0.1599 5.8001 2.2916
H33 1.2053 5.7252 0.8907
C21 0.6427 2.6421 -2.5125
H34 -0.2557 3.2460 -2.7086
H35 1.3520 2.8318 -3.3342
H36 0.3764 1.5791 -2.5510
C22 2.6459 2.2164 -1.0461
H37 2.5740 1.2358 -1.5507
H38 3.4689 2.8094 -1.4896
H39 2.8998 1.9990 0.0024
C23 1.6272 4.5089 -1.2911
H40 0.7054 5.1088 -1.3232
H41 2.3012 4.8549 -0.5003
H42 2.1515 4.6743 -2.2448
Ir1 -0.0808 0.2581 0.5963
C24 -1.3022 0.6287 1.9215
O1 -2.0932 0.8123 2.7652
N2 1.0961 -0.4421 -1.1168
C25 0.4494 -1.1427 -1.9341
C26 0.9952 -1.5891 -3.3757
C27 0.0225 -2.5060 -4.1035
C28 1.0996 -0.3258 -4.2242
C29 2.3758 -2.2551 -3.2047
H43 -0.1529 -3.4503 -3.5802
H44 -0.9282 -1.9898 -4.2789
H45 0.4395 -2.7630 -5.0853
H46 1.7722 0.4129 -3.7734
H47 1.4931 -0.5680 -5.2209
H48 0.1068 0.1235 -4.3603
H49 2.4377 -3.1906 -3.7771
H50 3.1620 -1.5881 -3.5788
H51 2.6133 -2.4715 -2.1543
C30 2.0003 -0.7214 5.6246
N3 2.0110 -0.4580 4.1815
C31 3.1175 -0.1548 3.3933
C32 2.6537 0.0553 2.1167
N4 1.2732 -0.1172 2.1397
C33 0.9185 -0.4895 3.3866
H52 3.0223 -0.5940 6.0019
H53 1.3287 -0.0259 6.1572
H54 1.6622 -1.7514 5.8204
H55 4.1214 -0.0822 3.7851
H56 3.2022 0.3018 1.2182
H57 -0.0691 -0.7673 3.7461

E_HOMO (alpha / beta) ... -13.9 / -17.9 eV
2S+1 ... 6
<S²> ... 8.779
HOMO-LUMO gap (alpha / beta) ... 5.714 / 5.739 eV
Energy above the lowest of the compared OMol25 structures with the same formula, charge and spin ... 129.5 kJ/mol
Total charge ... +3

Which M belongs to each record? In order, 651.3; 675.7; 863.9; 780.0 g/mol.